{"formula": "C7H13N2O", "method": "wB97M-V/def2-TZVPD", "total_charge": 1, "largest_force_ev_per_a": 4.6, "homo_lumo_gap_ev": 8.2875, "e_tot_ev": -12486.9484, "symbols": ["C", "C", "C", "C", "C", "C", "C", "N", "N", "O", "H", "H", "H", "H", "H", "H", "H", "H", "H", "H", "H", "H", "H"], "xyz": [[-0.1758, -0.5100, 0.7302], [-0.6799, 1.2816, -1.0443], [-0.1881, -0.5046, 2.0506], [-1.7453, 0.9138, -0.1827], [0.5129, -0.6462, -0.5271], [-2.4084, 1.7029, 0.8490], [0.7659, -2.0074, -0.9102], [0.1323, 0.2072, -1.4161], [2.6673, -0.1256, -0.1735], [-0.4952, 2.3818, -1.4722], [0.5603, -0.9871, 2.7176], [-1.1094, -0.0343, 2.5165], [-2.1896, 0.0774, -0.6309], [-1.7862, 2.5256, 1.1147], [-2.6404, 0.9253, 1.6502], [-3.3707, 2.0277, 0.5669], [1.3937, -2.2977, -1.8562], [-0.1166, -2.4283, -1.3018], [1.0235, -2.6060, -0.1158], [0.6010, 0.2210, -2.3708], [2.8401, 0.5660, 0.5912], [3.1848, 0.2199, -0.9630], [3.2238, -0.9033, 0.1778]], "forces_ev_per_a": [[-1.71, 3.23, 0.05], [0.25, 2.08, -0.22], [-0.60, -0.24, -0.24], [1.83, -2.59, 1.88], [-0.93, -1.67, 1.59], [0.38, -1.91, 0.58], [2.04, -1.58, -3.87], [1.50, 0.94, -3.47], [0.56, 0.47, 1.93], [0.41, 0.85, -0.53], [-0.48, 0.55, -0.55], [1.23, -0.72, -0.25], [-1.33, -1.23, -0.22], [0.26, 0.54, 0.73], [0.44, 1.29, -0.36], [-1.18, 0.56, -0.60], [-0.35, 1.27, 1.87], [-1.84, -0.26, -0.05], [0.96, -1.30, 1.78], [-0.91, 0.12, 1.67], [-0.51, -0.32, -0.90], [0.14, 0.26, -0.56], [-0.16, -0.35, -0.26]]}